1.
Computed, not measured: C35H34F7N3OP2S2Y as an isolated structure in a non-equilibrium geometry, with the ωB97M-V functional and the def2-TZVPD basis.

Its expectation value of S² is 0.777. The max |F| comes out at 1.29 eV Å⁻¹. The total energy comes out at -103687.641 eV. The HOMO energy (spin up / spin down) is -7.47 / -7.47 eV. The value obtained for the LUMO energy (spin up / spin down) is -0.4595 / -2.0348 eV. For the energy relative to the best compared isomer or geometry (same formula, charge and spin), the calculation gives 1.075 eV.

```
! wB97M-V def2-TZVPD RIJCOSX def2/J DEFGRID3
* xyz 0 2
Y -0.630 -0.007 0.877
S 1.239 -3.161 -2.485
S 0.690 0.740 2.939
P 0.336 -3.066 1.289
P -1.611 2.752 0.464
F -0.796 -3.664 0.347
F 0.129 -4.164 2.390
F 1.429 -2.297 2.131
F 0.463 -1.736 0.108
F -2.405 0.167 1.732
F -0.827 -2.066 1.969
F 1.453 -3.836 0.476
O -2.112 -1.540 -0.728
N 1.113 -0.093 -2.688
N -2.176 -0.154 -0.992
N 1.726 1.280 0.036
C 2.427 -0.205 -3.335
C 0.256 4.835 0.230
C -2.261 2.880 3.183
C -3.376 0.234 -0.876
C -0.686 4.055 -0.437
C -0.960 -2.911 -3.999
C -2.103 3.614 2.011
C -1.983 -2.237 -4.625
C 0.094 -2.233 -3.335
C -3.188 2.777 -0.517
C 1.015 5.766 -0.466
C 2.935 4.088 2.981
C 0.802 1.284 -2.306
C 2.054 3.071 3.307
C -0.061 5.130 -2.514
C 0.096 -0.798 -3.350
C -0.834 4.213 -1.816
C -5.638 2.965 -1.904
C -2.656 5.630 3.229
C -3.797 4.006 -0.772
C 1.772 1.889 -1.308
C 3.471 4.149 1.702
C 3.069 3.218 0.759
C -1.970 -0.844 -4.623
C -4.996 4.110 -1.457
C 2.140 2.227 1.065
C -0.951 -0.140 -4.000
C 0.863 5.915 -1.837
C -3.833 1.630 -0.996
C -2.618 3.519 4.366
C 2.673 0.132 0.094
C 1.664 2.099 2.376
C -2.297 4.998 2.051
C -5.060 1.735 -1.659
C -2.818 4.888 4.394
H -3.322 4.914 -0.427
H 3.220 0.050 -2.638
H 2.620 -0.332 1.077
H 4.188 4.915 1.433
H 2.600 -1.224 -3.662
H -1.560 3.616 -2.357
H -2.798 6.704 3.239
H -1.393 -1.882 -1.288
H -3.087 5.383 5.319
H -6.583 3.028 -2.428
H -0.939 -3.993 -3.980
H -4.142 -0.523 -0.722
H -2.730 2.932 5.269
H -5.556 0.830 -1.988
H -2.135 5.605 1.170
H -0.208 1.304 -1.890
H 2.406 -0.606 -0.659
H 2.485 0.468 -4.202
H 2.789 1.847 -1.710
H -2.782 -2.782 -5.110
H 0.802 1.957 -3.181
H 3.694 0.490 -0.080
H -2.116 1.810 3.177
H -0.971 0.939 -4.034
H -2.760 -0.296 -5.122
H 1.659 2.989 4.312
H 1.741 6.363 0.070
H 0.411 4.715 1.297
H 3.219 4.817 3.731
H -0.190 5.238 -3.584
H 1.524 2.946 -1.232
H 1.460 6.640 -2.376
H -5.432 5.085 -1.629
H 3.484 3.283 -0.239
*
```


2.
Computed, not measured: C35H34NO3P2RuS2 as an isolated structure, with the ωB97M-V functional and the def2-TZVPD basis.

Its expectation value of S² is 8.761. The max |F| comes out at 0.45 eV Å⁻¹. The total energy comes out at -87309.977 eV. The HOMO energy (spin up / spin down) is -6.63 / -7.55 eV. The value obtained for the LUMO energy (spin up / spin down) is 0.5930 / -0.5429 eV.

```
! wB97M-V def2-TZVPD RIJCOSX def2/J DEFGRID3
* xyz 0 6
Ru 1.373 -0.521 -1.265
S 2.645 1.179 0.267
S 0.446 -2.646 -0.139
P -0.581 -1.273 0.939
P 0.786 1.414 1.006
O 0.318 1.341 -2.444
O 3.232 -0.018 -2.583
O 3.317 -1.684 -1.163
N 0.901 -1.617 -3.457
C -5.059 -2.219 0.445
C -0.755 5.587 -0.217
C 0.456 0.277 -4.944
C 1.041 4.160 0.502
C -0.278 -1.596 2.700
C 0.699 -3.884 -4.220
C 5.277 -1.271 -2.473
C -0.924 -1.348 5.008
C 0.426 -1.194 -4.639
C 3.869 -0.964 -2.054
C 0.576 5.415 0.148
C -2.861 -2.867 1.169
C 0.870 -2.272 3.102
C -3.211 -0.704 0.183
C 1.115 -2.492 4.450
C 0.123 -3.451 -5.402
C 0.856 1.944 5.575
C 0.180 3.064 0.500
C 0.219 -2.031 5.403
C 0.006 -2.092 -5.616
C -1.174 -1.135 3.662
C -0.963 1.052 -3.018
C 1.897 1.278 4.947
C -2.356 -1.635 0.754
C -0.788 1.056 -4.518
C 0.828 1.593 2.815
C -1.150 3.243 0.134
C -0.244 0.261 0.322
C -1.617 4.502 -0.226
C -4.561 -0.995 0.028
C 1.888 1.107 3.569
C -0.222 2.255 3.453
C -0.207 2.433 4.826
C 1.067 -2.937 -3.285
C -4.205 -3.157 1.017
H -0.379 -1.705 -6.550
H 0.859 -4.933 -4.012
H -1.048 2.647 2.871
H 2.083 4.020 0.764
H 2.726 0.895 5.528
H 1.527 -3.241 -2.355
H -2.801 0.247 -0.138
H -5.224 -0.264 -0.418
H -1.623 -0.983 5.750
H 5.665 -0.493 -3.124
H 5.287 -2.226 -3.000
H -1.116 6.568 -0.499
H -1.695 1.798 -2.701
H -0.202 -4.157 -6.155
H 1.252 6.260 0.148
H -1.687 0.641 -4.983
H -2.073 -0.610 3.359
H -6.110 -2.448 0.323
H 0.872 2.082 6.648
H 0.179 1.866 -1.644
H -1.809 2.381 0.133
H 5.907 -1.379 -1.591
H -1.315 0.081 -2.654
H -4.592 -4.114 1.344
H 1.336 0.704 -4.461
H -2.196 -3.600 1.611
H -2.653 4.633 -0.512
H -0.681 2.084 -4.869
H 1.563 -2.635 2.353
H -1.021 2.955 5.312
H 2.007 -3.024 4.754
H 0.590 0.390 -6.021
H 0.411 -2.200 6.455
H 2.705 0.601 3.070
*
```


3.
Computed, not measured: C35H35AsF6N5O5PS4Sn as an isolated structure, with the ωB97M-V functional and the def2-TZVPD basis.

Its expectation value of S² is 0.779. The max |F| comes out at 0.18 eV Å⁻¹. The total energy comes out at -190163.289 eV. The HOMO energy (spin up / spin down) is -4.83 / -5.10 eV. The value obtained for the LUMO energy (spin up / spin down) is 2.1986 / 0.7601 eV. For the energy relative to the best compared isomer or geometry (same formula, charge and spin), the calculation gives 0.438 eV.

```
! wB97M-V def2-TZVPD RIJCOSX def2/J DEFGRID3
* xyz -1 2
Sn 1.240 1.051 -0.474
As -2.165 -0.271 1.443
S 1.173 -1.094 -2.907
S 0.689 2.233 -3.003
S 1.770 2.102 2.491
S -0.227 3.462 0.093
P 0.378 0.453 -3.833
F 6.377 3.527 -0.244
F 4.386 5.158 -0.821
F 6.065 1.401 -0.432
F 3.202 4.225 0.732
F 2.450 4.338 -1.290
F 5.218 2.468 1.242
O 0.498 -2.675 0.881
O -1.200 0.211 -4.075
O -1.167 0.247 0.244
O 3.316 1.737 -0.602
O 0.841 0.579 -5.362
N 0.073 3.904 5.193
N 2.049 -4.092 0.066
N 4.427 -0.911 -0.614
N 2.464 -1.756 0.168
N -2.379 5.117 2.495
C -3.253 -2.873 2.144
C -0.321 -0.097 5.743
C -2.728 -3.971 -0.354
C -0.433 -1.093 3.556
C 4.173 2.757 -0.909
C 3.662 -1.969 -0.343
C -1.457 -0.209 3.225
C 0.820 -0.585 -6.202
C -4.885 0.462 2.193
C 5.458 2.558 -0.068
C 0.499 3.152 2.747
C 1.105 -5.174 0.282
C -3.331 -4.739 0.632
C 4.545 2.761 -2.396
C -1.468 4.486 2.186
C 0.256 3.578 4.104
C -3.590 -4.194 1.883
C 1.617 -2.787 0.399
C -3.710 2.008 0.759
C -1.910 0.730 4.143
C -1.339 0.783 5.408
C 3.550 4.129 -0.558
C -5.938 2.510 1.506
C -5.981 1.310 2.207
C -2.940 1.273 -2.762
C -3.752 0.815 1.468
C -2.389 -2.651 -0.096
C 0.131 -1.031 4.820
C -4.807 2.860 0.786
C -2.053 0.060 -2.926
C -0.352 3.683 1.750
C -2.668 -2.102 1.148
C 2.237 -0.971 -6.563
C 3.293 -4.308 -0.419
C 4.150 -3.292 -0.628
H 0.314 -1.407 -5.691
H 3.627 2.887 -2.969
H -1.670 1.531 6.115
H 2.234 -1.821 -7.249
H 2.748 -0.136 -7.042
H -6.790 3.178 1.531
H 5.255 3.549 -2.648
H -1.874 -2.051 -0.837
H 4.064 0.040 -0.518
H -4.765 3.802 0.254
H 0.237 -0.318 -7.085
H 0.880 -5.281 1.343
H -0.066 -1.797 2.817
H 0.135 -0.041 6.724
H -1.453 -0.097 -2.027
H 2.783 -1.246 -5.661
H 4.968 1.790 -2.646
H -2.333 2.158 -2.567
H -3.425 -2.456 3.130
H -4.917 -0.470 2.746
H 5.137 -3.461 -1.032
H -3.614 1.121 -1.915
H -6.866 1.041 2.769
H -2.508 -4.403 -1.323
H -2.642 -0.843 -3.100
H 0.171 -4.958 -0.234
H 5.346 -1.036 -0.995
H 0.940 -1.702 5.079
H 1.537 -6.097 -0.100
H -2.816 2.267 0.202
H -3.592 -5.771 0.430
H -2.689 1.434 3.874
H -3.534 1.444 -3.660
H -4.044 -4.800 2.658
H 3.549 -5.338 -0.631
*
```


4.
Computed, not measured: C35H35AsMoN5PS2Se as an isolated structure, with the ωB97M-V functional and the def2-TZVPD basis.

Its expectation value of S² is 2.251. The max |F| comes out at 0.83 eV Å⁻¹. The total energy comes out at -203302.282 eV. The HOMO energy (spin up / spin down) is -12.54 / -12.54 eV. The value obtained for the LUMO energy (spin up / spin down) is -6.9010 / -6.3788 eV. For the energy relative to the best compared isomer or geometry (same formula, charge and spin), the calculation gives 0.000 eV.

```
! wB97M-V def2-TZVPD RIJCOSX def2/J DEFGRID3
* xyz 2 3
Mo -0.056 1.081 -1.919
Se 1.195 2.947 -1.680
As 1.221 -0.235 4.371
S -1.710 -2.979 -3.857
S -4.021 1.170 0.499
P 1.294 -0.343 -0.259
N -1.883 0.853 -0.865
N -0.967 -0.808 -2.733
N -1.800 2.680 0.600
N -1.129 1.853 -3.659
N 0.622 -1.702 -4.209
C 3.684 1.004 0.178
C -3.214 -1.939 4.428
C 1.076 -2.135 -0.443
C 4.954 1.428 -0.180
C 3.654 -0.466 -1.727
C -0.278 2.281 3.751
C -2.880 1.636 -6.658
C 2.121 -3.025 -0.674
C 2.039 3.801 3.601
C -3.947 -0.148 -0.619
C -0.210 -2.636 -0.226
C 2.107 2.451 3.917
C -1.545 -0.398 5.219
C 0.593 -4.880 -0.522
C 3.031 0.041 -0.589
C -2.832 -0.910 5.278
C -2.297 -2.455 3.525
C -1.010 -1.935 3.461
C -2.759 -0.174 -1.245
C 0.915 0.006 1.463
C 1.787 -0.674 2.505
C -0.348 3.638 3.455
C -2.455 2.767 -5.719
C -1.708 2.258 -4.565
C -0.450 -3.998 -0.266
C -2.431 1.641 0.056
C 4.927 -0.044 -2.079
C -0.567 -1.724 -3.591
C -2.791 -2.228 -2.742
C 1.875 -4.392 -0.719
C -0.622 -0.887 4.295
C -2.240 -1.105 -2.246
C 5.578 0.904 -1.303
C 0.809 4.400 3.372
C 0.951 1.673 3.984
H 6.571 1.234 -1.574
H -3.569 0.954 -6.163
H -3.311 3.314 -5.318
H 0.941 1.094 1.573
H -3.741 -2.674 -2.508
H -4.778 -0.822 -0.728
H 3.136 -2.672 -0.788
H -0.133 -0.288 1.586
H 3.075 2.008 4.128
H 5.462 2.169 0.422
H -2.576 -3.280 2.882
H -3.533 -0.517 6.001
H 0.863 -2.402 -4.890
H 1.800 -1.761 2.390
H -2.017 1.075 -7.012
H 1.222 -0.893 -4.144
H 0.410 -5.945 -0.547
H -1.192 1.701 3.801
H -2.240 3.256 1.296
H -4.212 -2.349 4.488
H 5.407 -0.454 -2.957
H 3.212 1.436 1.053
H -1.448 -4.375 -0.085
H 2.696 -5.074 -0.890
H -1.314 4.107 3.308
H -3.383 2.068 -7.519
H 2.944 4.392 3.562
H -0.308 -2.380 2.766
H -1.262 0.390 5.910
H -1.814 3.498 -6.217
H 3.150 -1.201 -2.348
H 0.753 5.458 3.158
H -0.884 2.949 0.260
H 2.825 -0.344 2.441
H -1.033 -1.965 0.001
*
```


What is the max |F| in the fourth record? 0.83 eV Å⁻¹


Which of these has the highest max |F|? C35H34F7N3OP2S2Y


Which formula does entry 2 have? C35H34NO3P2RuS2